# 1
The following is a quantum chemistry calculation of a molecular structure, C15H26BiClO2P2, from the OMol25 dataset.

orbital gap (spin up / spin down): 6.076 / 5.183 eV
max |F|: 0.0610 hartree/bohr
charge: +2
total energy: -2094.46667 hartree

Structure (XYZ):
```
47
Properties=species:S:1:pos:R:3:mulliken_charge:R:1
C -0.337 -3.273 -2.462 -1.20
H -0.494 -0.847 -3.863 0.19
C 0.213 -0.056 2.057 0.97
C 0.048 -0.092 4.867 -0.55
Bi -0.462 0.014 -0.637 0.93
H -0.070 -2.232 4.674 0.42
C 0.149 1.112 4.172 -1.17
H 0.135 2.046 4.736 0.41
H -0.419 0.892 -4.233 0.27
H 0.094 -2.238 2.232 0.17
H 0.174 3.163 -2.898 0.34
H -1.811 -4.202 -0.088 0.46
H 2.287 -2.832 -0.701 0.36
H -0.037 -0.106 5.962 0.42
P -0.276 2.642 -0.569 0.71
H 1.227 4.423 0.018 0.49
H -1.423 2.827 1.591 0.34
H 1.547 2.979 1.023 0.31
H 1.458 -4.314 -0.132 0.48
C 0.175 0.013 -3.972 -1.08
C 1.299 3.326 0.012 -1.08
C 0.242 1.128 2.762 -0.22
Cl -2.694 0.084 -1.914 -0.43
O 2.030 0.523 -2.445 -0.46
C 0.868 0.246 -2.692 0.75
H -1.930 4.099 0.420 0.46
C 1.452 -3.214 -0.094 -1.14
H -2.392 -2.515 0.039 0.39
H -0.855 4.398 -2.110 0.49
H 0.890 -0.175 -4.774 0.40
C 0.118 -1.263 2.726 -0.19
C 0.030 -1.277 4.138 -1.05
H 0.313 2.110 2.293 0.37
P -0.120 -2.618 -0.786 0.81
C -1.536 -3.184 0.222 -1.10
C -1.670 3.039 0.541 -1.05
H -1.565 2.834 -2.622 0.34
H -0.372 -4.370 -2.422 0.47
H 1.587 -2.886 0.947 0.31
H -2.541 2.425 0.259 0.38
H -1.311 -3.171 1.298 0.34
H -1.276 -2.904 -2.897 0.38
C -0.667 3.319 -2.208 -1.10
C 2.184 0.040 0.342 0.13
O 3.136 0.033 0.966 -0.16
H 0.499 -2.967 -3.104 0.37
H 2.101 3.019 -0.674 0.35
```



# 2
The following is a quantum chemistry calculation of a molecular structure, C15H26ClN4O3Ru, from the OMol25 dataset.

energy above the lowest of the compared OMol25 structures with the same formula, charge and spin: 0.2398 eV
orbital gap (spin up / spin down): 7.344 / 6.430 eV
⟨S²⟩: 6.03
max |F|: 0.0315 hartree/bohr
charge: +3
2S+1: 5
total energy: -1585.98932 hartree

Structure (XYZ):
```
50
Properties=species:S:1:pos:R:3:lowdin_spin:R:1
C 2.183 3.404 -1.792 0.01
H 1.085 4.281 1.249 0.00
H 0.733 5.263 -0.913 0.00
H -2.662 -3.728 4.145 0.00
C 0.162 4.350 -0.721 0.01
C -0.760 -3.991 1.337 0.20
H -0.264 3.740 -3.257 0.00
C 3.074 3.181 -0.572 0.00
C 1.206 -2.567 1.160 0.01
H -0.014 2.445 2.016 0.00
H -0.288 -4.989 -1.104 0.00
H 0.547 2.159 -3.267 0.00
O 0.364 -0.293 1.279 0.12
H -3.211 -6.295 0.753 0.00
H -0.578 4.848 1.242 0.00
H -1.793 0.571 -0.972 0.00
H -0.450 -6.569 -0.362 0.01
H -1.945 2.775 -1.595 0.00
H 2.179 -2.906 0.785 0.00
C -2.651 -5.523 1.256 0.00
H 2.844 3.907 0.209 0.00
H -0.654 -2.810 3.153 0.00
N 0.755 3.208 -1.459 0.03
C -1.337 2.144 -2.247 0.00
H 4.120 3.329 -0.860 0.00
C -0.987 -5.638 -0.584 0.01
C 0.966 -1.143 0.600 0.02
H 1.215 -2.515 2.251 0.00
Ru 0.840 1.282 -0.497 2.51
O 0.277 -3.511 0.668 0.15
N -0.992 0.904 -1.516 0.01
H -0.847 4.526 -1.095 0.00
H -1.926 1.925 -3.143 0.00
Cl -4.582 -5.568 3.130 0.16
C -3.115 -5.032 2.483 0.20
C -2.342 -4.069 3.173 0.11
N -0.311 2.738 1.083 0.15
C -0.043 2.853 -2.653 0.01
H 2.353 4.407 -2.201 0.00
H -0.771 0.163 -2.195 0.01
C -1.201 -3.561 2.607 0.04
N 2.849 1.812 -0.051 0.01
H 3.212 1.732 0.906 0.00
C 0.107 4.113 0.798 0.01
H -1.326 2.647 1.053 0.00
H -1.806 -5.928 -1.242 0.00
C -1.487 -5.047 0.671 0.10
H 3.395 1.141 -0.616 0.01
O 1.418 -0.839 -0.528 0.07
H 2.457 2.674 -2.565 0.00
```



# 3
The following is a quantum chemistry calculation of a molecular structure, C15H26CuN2S, from the OMol25 dataset.

energy above the lowest of the compared OMol25 structures with the same formula, charge and spin: 0.0000 eV
orbital gap: 9.500 eV
max |F|: 0.0050 hartree/bohr
charge: +1
total energy: -2735.15989 hartree

Structure (XYZ):
```
45
Properties=species:S:1:pos:R:3:mulliken_charge:R:1
H -2.491 -3.306 -3.508 0.44
H 0.447 1.213 -3.375 0.44
C 3.449 0.555 0.446 0.20
H 2.199 -0.258 2.756 0.39
H -2.960 0.304 -3.894 0.39
C 1.746 0.628 2.331 -0.37
C 1.636 2.305 0.634 -0.77
H -1.504 -1.952 -4.052 0.40
C 3.316 -0.959 0.284 -1.47
H 4.721 0.504 2.202 0.35
H 2.374 -1.232 -0.196 0.28
C 2.255 1.164 1.143 1.14
H -1.864 1.682 -3.975 0.45
H -0.245 1.783 -1.852 0.33
C -1.099 3.008 3.222 -1.49
H 2.019 2.755 -0.275 0.48
H -1.477 0.202 -4.870 0.33
H 5.605 0.510 0.674 0.43
H -2.000 2.396 3.187 0.30
C 4.736 0.918 1.192 -1.54
C 0.658 1.201 2.973 -0.59
C -1.793 -0.681 -1.861 0.55
C -2.469 -2.224 -3.636 -1.18
H -0.837 3.143 4.272 0.38
C -0.006 0.889 -2.440 -1.22
H 0.136 3.834 0.906 0.44
N -2.647 -1.607 -2.321 0.08
H -3.053 -3.118 -0.894 0.38
H 4.133 -1.343 -0.327 0.46
H -3.996 -1.629 -0.709 0.44
H 0.282 0.755 3.886 0.48
H -1.335 3.984 2.802 0.39
H -4.356 -2.738 -2.042 0.40
Cu -0.451 1.100 0.604 -0.30
H 4.860 1.998 1.271 0.37
S -1.524 -0.633 -0.168 0.06
H 3.499 1.001 -0.552 0.40
H 0.709 0.277 -1.895 0.36
H -3.259 -1.940 -4.332 0.34
C -3.562 -2.315 -1.430 -1.17
H 3.365 -1.469 1.247 0.34
N -1.201 0.130 -2.761 0.13
C 0.551 2.910 1.291 -0.57
C 0.038 2.360 2.479 0.51
C -1.915 0.593 -3.952 -1.20
```



# 4
The following is a quantum chemistry calculation of a molecular structure, C15H26DyF6NO3P2, from the OMol25 dataset.

orbital gap (spin up / spin down): 8.877 / 8.708 eV
⟨S²⟩: 9.35
max |F|: 0.1851 hartree/bohr
charge: +2
2S+1: 6
total energy: -3033.94128 hartree

Structure (XYZ):
```
54
Properties=species:S:1:pos:R:3:lowdin_spin:R:1
H 1.291 2.583 1.764 0.00
H -0.763 3.914 0.141 0.00
H -0.130 -1.799 -2.727 0.00
C 2.662 -0.459 1.752 0.00
H -1.745 -0.404 -4.236 0.00
O -1.528 3.097 0.652 0.00
H -0.159 -1.101 4.010 0.00
H 2.793 -2.139 -3.308 0.00
O 3.148 3.898 -1.529 0.00
C 0.609 -0.918 -2.762 0.00
O -2.110 -1.586 0.426 -0.02
Dy -0.445 -0.521 0.232 5.05
H 3.376 0.226 2.004 0.00
H -1.760 4.311 0.586 0.00
H 0.755 0.217 4.836 0.00
H 3.136 4.812 -1.350 0.00
F -3.690 0.875 1.101 0.00
H -3.275 -3.588 0.333 0.00
H 4.852 -2.451 -1.719 0.00
C 2.929 -1.872 -2.246 0.00
F -4.435 -1.873 3.085 0.00
H 0.629 2.361 3.713 0.00
C -1.597 0.619 -3.795 0.00
H 1.602 1.380 -3.809 0.00
F -4.195 -0.072 -0.746 0.00
H 2.914 -1.296 2.406 0.00
H -1.318 1.376 -4.594 0.00
C 0.880 1.865 -3.110 0.00
C 0.818 -0.597 4.059 0.00
F -5.617 -0.170 0.859 0.00
P 0.999 0.160 2.422 -0.01
H 4.665 -1.544 0.735 0.00
C -4.261 -0.240 0.599 0.00
H 2.643 1.880 3.244 0.00
H 4.037 3.677 -1.023 0.00
H 1.423 2.330 -2.248 0.00
C 2.721 -1.003 0.388 0.00
H 1.066 -0.944 -3.795 0.00
H 1.618 -1.327 4.311 0.00
H -4.981 -2.930 0.855 0.00
C 3.960 -2.019 -1.354 0.00
C 1.470 1.909 2.789 0.00
C 1.872 -1.115 -1.805 0.00
F -2.375 -2.615 2.789 0.00
P -0.318 0.636 -2.566 -0.01
H -2.508 0.951 -3.256 0.00
H 0.248 2.623 -3.618 0.00
F -2.691 -0.495 3.075 0.00
C 3.917 -1.487 -0.057 0.00
H -4.125 -2.385 -0.772 0.00
N 1.723 -0.855 -0.487 -0.02
C -3.443 -1.520 0.966 0.00
C -3.249 -1.608 2.493 0.00
C -4.036 -2.765 0.288 0.00
```



# 5
The following is a quantum chemistry calculation of a molecular structure, C15H26FeNO4S3Se4SiTe, from the OMol25 dataset.

orbital gap (spin up / spin down): 5.318 / 4.997 eV
⟨S²⟩: 8.77
max |F|: 0.0346 hartree/bohr
charge: -2
2S+1: 6
total energy: -13564.47644 hartree

Structure (XYZ):
```
56
Properties=species:S:1:pos:R:3:lowdin_spin:R:1
H 0.282 3.571 2.495 0.00
Se 1.989 -1.732 -5.558 0.48
H 2.337 -3.778 1.359 0.00
H -3.322 0.642 2.096 0.00
H -3.340 2.115 -1.290 0.00
C 1.625 -3.685 -1.556 0.00
O 0.370 2.139 -2.143 0.06
H 1.897 -2.172 1.938 0.00
C -1.052 2.051 3.220 0.00
C -2.780 -0.168 1.606 0.01
C -1.063 -3.155 -0.166 0.00
N 0.842 -0.910 -0.462 0.05
C 1.512 -3.068 1.445 0.00
C 3.300 -0.951 -0.243 0.01
C 2.062 -0.283 -0.257 0.01
H -3.452 -1.029 1.556 0.00
O -1.734 3.879 -2.337 0.00
C 4.494 -0.282 -0.032 0.00
H 1.050 -4.589 -1.768 0.00
H 1.719 -3.148 -2.503 0.00
H -0.715 2.199 4.250 0.00
H -1.112 -1.478 2.028 0.00
H -3.349 3.968 0.183 0.00
H -1.322 4.161 2.923 0.00
H -2.120 1.838 3.262 0.00
C 2.113 1.110 -0.038 0.01
C 4.518 1.091 0.166 0.01
Te -1.086 -3.940 -4.528 0.11
H 3.288 2.850 0.287 0.00
Si 0.756 -2.626 -0.253 0.01
H 5.454 1.616 0.315 0.00
H -4.420 1.667 0.049 0.00
H 3.335 -2.021 -0.410 0.00
O -0.549 2.922 -4.600 0.01
H 2.629 -3.983 -1.242 0.00
Se -0.946 2.648 -3.062 0.01
C 3.306 1.773 0.154 0.00
H -1.741 -2.308 -0.289 0.00
H -3.241 2.968 1.639 0.00
H 1.184 1.664 -0.024 0.00
H -1.287 -3.631 0.794 0.00
S -0.202 0.615 2.510 0.00
S -2.458 0.340 -0.103 0.02
C -3.383 1.881 -0.228 0.00
O -1.826 1.226 -2.844 0.05
Se 1.025 -0.529 -3.974 0.38
C -2.897 3.070 0.606 0.00
C -0.784 3.339 2.441 0.00
H 0.762 -3.521 2.097 0.00
H 5.421 -0.847 -0.038 0.00
Se -0.915 -1.805 -3.282 0.12
Fe -0.304 0.165 -1.762 3.65
C -1.563 -0.570 2.431 0.00
H -1.306 -3.860 -0.964 0.00
S -1.102 3.345 0.658 0.00
H -1.901 -0.786 3.450 0.00
```



# 6
The following is a quantum chemistry calculation of C15H26N2O3 in the gas phase, from the OMol25 dataset.

energy above the lowest of the compared OMol25 structures with the same formula, charge and spin: 4.5253 eV
orbital gap: 8.684 eV
max |F|: 0.0822 hartree/bohr
charge: 0
total energy: -922.27861 hartree

Structure (XYZ):
```
46
Properties=species:S:1:pos:R:3:mulliken_charge:R:1
H -4.183 0.718 0.863 0.44
C -0.797 0.991 -0.120 -2.47
N -1.605 -2.841 -1.796 -0.71
C -3.320 1.261 0.454 -1.30
O 6.725 2.057 -0.172 -0.48
H -1.916 -2.390 -2.669 0.31
H 5.041 0.138 -1.282 0.40
H -0.474 -1.832 2.601 0.23
H -2.327 -3.461 -1.424 0.35
H 1.728 1.781 -0.072 0.25
C -2.416 -0.793 -0.699 -2.51
C 0.628 -0.701 1.110 -1.88
H -0.566 1.773 0.584 0.75
H 0.833 -1.779 -1.400 0.35
C 3.004 0.066 -0.628 -0.33
H -3.325 -1.345 -0.436 0.26
H 0.927 0.048 1.843 0.51
H 1.446 1.163 -1.708 0.54
H 1.451 -1.434 1.078 0.55
O 4.492 2.050 -0.676 -0.22
C 4.177 0.802 -1.328 -0.71
H -0.149 -0.609 -2.300 0.46
H 2.892 -0.911 -1.108 0.35
C -2.095 0.300 0.370 2.71
C 1.660 0.843 -0.676 -1.76
O 5.216 1.768 1.448 -0.44
H 3.938 0.999 -2.387 0.41
H -2.120 2.996 1.073 0.24
C -1.263 -1.810 -0.832 2.21
C -1.811 -0.375 1.696 -1.74
N 5.543 1.949 0.260 0.80
H -2.691 -0.905 2.067 0.40
C -3.075 2.478 1.292 -1.23
H -0.192 -3.250 0.456 0.35
C -0.646 -1.386 1.581 0.82
H -1.506 0.370 2.448 0.50
H -3.559 1.510 -0.578 0.46
H -3.910 3.146 1.167 0.46
C 0.411 -0.008 -0.230 2.61
C 0.018 -1.068 -1.296 -2.10
H -2.564 -0.346 -1.660 0.57
H -3.054 2.200 2.350 0.29
H -1.902 -3.017 0.886 0.59
H -0.988 1.438 -1.122 0.18
C -0.989 -2.465 0.552 -1.79
H 3.312 -0.120 0.421 0.31
```



# 7
The following is a quantum chemistry calculation of a molecular structure, C15H26N5O5STc, from the OMol25 dataset.

energy above the lowest of the compared OMol25 structures with the same formula, charge and spin: 1.8462 eV
orbital gap (spin up / spin down): 4.565 / 4.498 eV
⟨S²⟩: 3.79
max |F|: 0.0907 hartree/bohr
charge: +3
2S+1: 4
total energy: -1715.12898 hartree

Structure (XYZ):
```
53
Properties=species:S:1:pos:R:3:lowdin_spin:R:1
C 2.510 1.913 -0.355 0.01
N -0.553 0.489 4.194 0.00
H -4.658 -0.616 -0.061 0.00
N 1.464 0.143 -1.740 -0.01
H 2.673 2.795 -0.970 0.00
C 0.461 -1.988 1.866 0.02
H -2.120 2.558 -0.662 0.00
H -0.362 4.017 -0.217 0.00
O 0.236 -3.163 1.791 0.04
C -0.198 -0.399 5.132 0.00
H 1.664 -0.798 -2.088 0.01
N -3.127 -2.987 -0.126 0.03
H -0.333 -0.203 6.177 0.00
O 0.897 -1.234 0.902 0.27
H -2.113 0.763 -1.974 0.00
H 1.533 0.611 -3.825 0.00
H -2.441 -4.860 -0.739 0.00
C -2.049 -3.876 -0.499 0.00
C -1.315 2.511 -1.398 0.01
H -3.483 0.105 1.053 0.00
H 1.039 -2.090 6.818 0.00
H 3.200 1.974 0.489 0.00
H -4.451 -1.292 1.555 0.00
Tc -0.138 -0.134 -0.315 2.49
H -0.976 1.396 4.352 0.00
C -3.926 -0.833 0.717 0.00
N -1.159 1.086 -1.797 0.01
C -2.861 -1.734 0.191 0.01
C -0.458 0.910 -3.096 0.01
C -0.062 3.143 -0.800 0.00
C 0.833 -2.812 4.996 0.00
H -5.186 -2.830 -0.529 0.00
H -1.340 -3.978 0.332 0.00
H 1.382 1.985 -2.747 0.00
C 0.293 -1.515 4.465 0.00
H -1.506 -3.490 -1.366 0.00
C 1.056 0.961 -2.906 0.00
C 0.174 -1.175 3.096 0.01
H -0.753 -0.055 -3.517 0.00
O 1.148 -2.873 6.259 0.00
O -1.685 -1.267 0.048 0.08
H 0.642 3.489 -1.555 0.00
N -0.331 0.044 2.963 0.02
H 3.504 0.751 -1.869 0.00
C -4.473 -3.495 -0.038 0.00
H -1.624 3.116 -2.260 0.00
H -4.540 -4.469 -0.514 0.00
O 0.959 -3.733 4.234 0.00
H -4.785 -3.617 1.003 0.00
H 3.042 -0.170 -0.423 0.00
H -0.756 1.682 -3.813 0.00
C 2.719 0.610 -1.115 0.01
S 0.817 2.006 0.361 -0.04
```



# 8
The following is a quantum chemistry calculation of a molecular structure, C15H26NO12STl, from the OMol25 dataset.

orbital gap: 2.057 eV
max |F|: 0.0775 hartree/bohr
charge: +2
total energy: -2114.47608 hartree

Structure (XYZ):
```
56
Properties=species:S:1:pos:R:3:mulliken_charge:R:1
O 1.376 0.201 -0.026 -0.39
O -2.800 2.904 2.528 -0.30
H 1.546 -6.474 -3.503 0.29
C 2.929 -5.163 -2.597 -0.65
H -0.973 5.375 3.771 0.37
H 4.963 3.285 1.807 0.31
C 2.576 1.573 3.294 -0.40
C -1.942 0.598 1.780 -0.36
C -4.628 -0.121 -1.709 -0.37
H 3.046 -6.187 -4.399 0.25
H 3.455 0.903 1.565 0.33
H -5.470 -0.344 -2.365 0.34
H -0.863 3.503 1.917 0.34
H 1.539 1.238 3.312 0.18
C 1.750 -3.486 -3.782 0.45
O -2.585 2.582 -0.037 -0.55
H 3.391 -3.050 -2.561 0.33
H -3.547 -1.413 -0.302 0.09
C 4.487 2.585 2.494 -0.57
O 1.569 -4.617 -4.357 -0.32
O 0.866 -0.250 -2.028 -0.32
H 3.027 0.786 3.898 0.30
C -2.597 -0.022 -2.752 0.52
C 2.278 -5.717 -3.784 -0.32
H -0.981 1.108 1.859 -0.05
H -2.096 0.200 2.783 0.42
O 1.250 -2.437 -4.225 -0.53
H 1.889 -3.530 -1.675 0.04
H -3.134 -2.039 -3.106 0.35
O -3.628 0.662 -2.395 -0.28
Tl 1.005 0.546 -4.892 0.99
H -4.468 -2.380 -1.393 0.41
H -0.856 3.658 4.385 0.28
C 2.818 2.855 4.003 0.64
H -1.960 -0.206 1.044 0.16
O 2.118 3.362 4.899 -0.44
O -1.721 0.490 -3.472 -0.50
H 2.617 -5.793 -1.765 0.31
C 2.556 -3.749 -2.509 0.04
O 0.041 -1.490 -0.582 -0.41
O 4.011 3.279 3.654 -0.28
S -3.117 1.927 1.168 1.08
H 5.248 1.881 2.827 0.31
N 0.783 -0.514 -0.839 1.01
H 2.638 2.507 1.429 0.20
H -1.801 -1.976 -2.022 0.19
H -4.985 0.344 -0.789 0.29
C -1.408 4.376 3.780 -1.32
C -3.942 -1.428 -1.317 -0.47
O -4.521 1.553 1.243 -0.56
C -1.754 3.831 2.451 0.03
H 4.009 -5.306 -2.649 0.26
C -2.728 -1.461 -2.275 -0.24
H -2.396 4.473 4.231 0.37
C 3.245 1.854 2.056 -0.16
H -2.123 4.712 1.926 0.29
```



- The lowest charge belongs to which entry?
  C15H26FeNO4S3Se4SiTe